A 2-piece molecular cluster, C5H13N overall at a distorted geometry, computed with ωB97M-V/def2-TZVPD.

Structure (XYZ):
```
19
Properties=species:S:1:pos:R:3:forces:R:3
C 2.4510 -0.7420 -0.2217 -1.520 -1.116 -0.285
C 2.0392 0.5313 0.5168 -1.750 -0.149 -1.216
C 0.6047 0.9041 0.6806 0.695 -1.250 0.005
C -0.3706 0.5377 -0.4011 -2.083 2.939 -0.155
N -0.9629 -0.7258 -0.3023 0.554 -1.291 1.572
C -1.8812 -0.9813 0.8480 1.431 -0.046 -1.340
H 2.0254 -0.6922 -1.2329 -0.269 -0.490 0.373
H 1.9259 -1.6034 0.3769 0.912 1.412 -1.346
H 3.5090 -1.0183 -0.4198 -0.438 0.846 0.862
H 2.7251 0.7530 1.2802 0.436 0.816 1.210
H 1.7054 1.4799 -0.1661 1.808 -0.401 0.289
H -1.1172 1.3939 -0.4522 -0.082 -0.403 0.545
H 0.3740 1.5892 1.5493 0.023 -0.985 -0.991
H -3.2998 0.3063 -1.7685 0.228 -0.393 0.528
H 0.0298 0.7249 -1.3915 0.934 -0.525 -0.358
H -3.4786 0.7059 -2.3470 -0.192 0.383 -0.521
H -1.3025 -0.9697 1.7464 0.078 -0.542 0.940
H -2.6260 -0.2290 1.0011 -0.950 0.829 -0.200
H -2.3508 -1.9647 0.7038 0.184 0.364 0.088
```
Forces are in eV/Å.

Calculated values
* energy relative to the best compared isomer or geometry (same formula, charge and spin): 171.84 kcal per mole
* Kohn-Sham gap: 5.74 eV
* E_HOMO: -0.2398 hartree
* 2S+1: 1

natural (NBO) atomic charge list, values in e, 6 entries: number 1, C, carries -0.64; number 2, C, carries -0.36; number 3, C, carries 0.03; number 4, C, carries -0.33; number 5, N, carries -0.56; number 6, C, carries -0.45